This record from the Open Molecules 2025 dataset describes the ion C5H9N2 with charge +1 at a distorted geometry. The level of theory is the ωB97M-V functional and the def2-TZVPD basis.

Geometry as XYZ:
```
16
Properties=species:S:1:pos:R:3:mulliken_charge:R:1
C -1.34919 2.11648 -1.09610 -0.3909
C -1.20285 1.35891 0.17287 0.6905
C 1.11505 0.41967 -1.55424 -1.0815
C -0.77682 -0.35198 1.71237 -0.8457
C 0.02843 -0.41273 -0.78537 -0.4922
N -1.48754 2.79674 -2.01648 -0.2065
N -0.59268 0.26067 0.34947 0.1807
H -1.72179 1.99749 0.97621 0.3294
H 0.73999 1.40157 -1.82623 0.4102
H 1.96781 0.57291 -0.92909 0.3529
H 1.34876 -0.19757 -2.43583 0.3266
H -1.43015 -1.33378 1.61267 0.3461
H -1.30360 0.33783 2.32547 0.3285
H 0.05247 -0.68188 2.29596 0.3552
H 0.65942 -1.26260 -0.33362 0.3243
H -0.84759 -0.71661 -1.38757 0.3724
```

Calculated values
- HOMO-LUMO gap: 10.51 eV
- Strongest force on any atom: 0.0717 Eh/bohr
- HOMO energy: -0.6104 hartree
- Structure (SMILES): CC/[N+](C)=C\C#N
- Net charge: +1